Record 1
{"formula": "C11H19FeNOP", "method": "ωB97M-V/def2-TZVPD", "charge": -1, "e_homo_ev": [0.98, -4.62], "multiplicity": 5, "e_lumo_ev": [2.999, 2.889], "elements": ["C", "C", "C", "C", "C", "Fe", "P", "H", "H", "H", "H", "H", "H", "H", "H", "O", "C", "C", "C", "C", "C", "C", "N", "H", "H", "H", "H", "H", "H", "H", "H", "H", "H", "H"], "xyz": [[-1.202, 0.709, -4.061], [-0.391, 0.559, -5.260], [0.806, 1.340, -5.070], [0.783, 1.872, -3.722], [-0.499, 1.527, -3.141], [0.632, -0.110, -3.683], [-0.421, -1.631, -2.272], [-2.191, 0.293, -3.916], [-0.696, 0.081, -6.182], [1.548, 1.559, -5.833], [-0.857, 1.849, -2.164], [1.553, 2.497, -3.281], [0.282, -2.400, -1.319], [-1.215, -2.618, -2.912], [-1.452, -1.035, -1.501], [0.357, 0.054, -0.111], [0.063, 0.131, 1.094], [-0.859, -0.847, 1.814], [-0.106, -1.769, 2.770], [0.162, -1.133, 4.138], [1.033, 0.120, 4.106], [0.442, 1.282, 3.303], [0.589, 1.118, 1.859], [-1.620, -0.270, 2.359], [-1.362, -1.438, 1.042], [-0.709, -2.673, 2.925], [0.839, -2.103, 2.318], [-0.801, -0.888, 4.611], [0.657, -1.876, 4.774], [1.173, 0.475, 5.135], [2.030, -0.124, 3.714], [-0.622, 1.408, 3.557], [0.967, 2.207, 3.571], [1.087, 1.834, 1.340]], "mulliken_spin": [0.070, 0.083, 0.064, 0.097, 0.308, 2.698, 0.216, -0.024, -0.023, -0.016, -0.235, -0.029, 0.018, -0.013, 0.039, -0.232, 0.865, 0.975, 0.178, 0.894, 0.357, 1.900, -1.294, -0.121, -0.288, -0.450, 0.051, -0.600, -0.081, -0.596, 0.157, -0.102, -0.766, -0.102]}

=====

Record 2
{"formula": "C5H8NP", "method": "ωB97M-V/def2-TZVPD", "de_lowest_kj_mol": 90.5, "e_homo_ev": -8.09, "e_lumo_ev": 1.028, "smiles": "Cc1cccn1P", "elements": ["C", "C", "C", "C", "C", "N", "P", "H", "H", "H", "H", "H", "H", "H", "H"], "xyz": [[-1.327, -0.191, -1.483], [-0.326, 0.405, -0.595], [0.272, 1.615, -0.460], [1.284, 1.536, 0.522], [1.089, 0.357, 1.161], [0.224, -0.453, 0.547], [-0.540, -1.887, 0.923], [-0.930, -1.083, -1.927], [-2.303, -0.511, -1.047], [-1.656, 0.411, -2.201], [0.124, 2.513, -0.984], [1.902, 2.338, 0.845], [1.793, 0.015, 1.981], [-0.039, -2.142, 2.240], [0.433, -2.924, 0.478]], "mulliken_charge": [-1.682, 0.563, -0.514, -0.581, -0.127, 0.153, -0.203, 0.382, 0.351, 0.433, 0.434, 0.393, 0.298, 0.047, 0.052]}

=====

Record 3
{"formula": "C2H2ClFO", "method": "ωB97M-V/def2-TZVPD", "de_lowest_kj_mol": 426.6, "e_homo_ev": -10.53, "e_lumo_ev": -1.372, "elements": ["C", "C", "H", "H", "O", "F", "Cl"], "xyz": [[-0.551, -0.304, 0.312], [0.526, -1.155, -0.213], [-0.658, -0.629, 1.271], [0.047, -2.134, -0.995], [1.928, -0.617, 0.125], [-1.745, -0.667, -0.048], [0.061, 1.321, -0.085]], "mulliken_charge": [0.308, -0.047, 0.258, 0.261, -0.440, -0.233, -0.108]}

=====

Record 4
{"formula": "C4H5O2S2", "method": "ωB97M-V/def2-TZVPD", "charge": -1, "de_lowest_kj_mol": 0.0, "e_homo_ev": -3.32, "e_lumo_ev": 3.335, "smiles": "O=C(O)/C=C/[C@@H]([S-])S", "elements": ["O", "C", "O", "C", "C", "C", "S", "S", "H", "H", "H", "H", "H"], "xyz": [[-2.386, 0.270, -2.345], [-1.517, 0.465, -1.506], [-1.132, 1.733, -1.246], [-0.749, -0.473, -0.753], [-0.029, -0.178, 0.348], [1.091, -0.932, 0.948], [2.534, -0.138, 0.189], [1.113, -0.650, 2.842], [-1.442, 2.447, -1.878], [-0.548, -1.543, -1.029], [-0.175, 0.918, 0.607], [1.057, -2.084, 0.866], [2.181, 0.165, 2.957]], "mulliken_charge": [-0.647, 0.428, -0.480, -0.270, -0.130, -0.202, -0.527, -0.332, 0.320, 0.243, 0.197, 0.274, 0.127]}

=====

no.,DFT total energy (Ha)
1,-2165.47111
2,-591.36803
3,-712.51708
4,-1102.30041